Here is a molecular structure, C9H19AlBeBrCl4F4IKNNaO5S2Si at a distorted geometry from the Open Molecules 2025 dataset. Energies are from ωB97M-V with the def2-TZVPD basis set.

```
51
Properties=species:S:1:pos:R:3:forces:R:3:lowdin_charge:R:1
C -3.291 -2.155 -1.826 0.2 -0.4 -0.9 -0.157
C -1.941 -2.151 -0.890 -0.8 -0.6 0.6 -0.321
C -1.962 -0.946 0.270 0.6 -1.1 -2.4 -0.712
I -3.670 -1.486 1.592 0.5 0.4 -0.4 1.093
Si -0.251 -0.974 1.236 1.3 -2.4 -0.1 0.525
O 0.580 -2.431 0.603 -0.5 3.2 -1.0 -0.217
C 0.898 0.508 0.800 1.4 1.7 -1.0 -0.224
C 0.281 1.482 -0.411 0.9 -1.1 -1.0 -0.266
C 1.293 2.711 -0.828 -0.6 -0.3 1.7 -0.461
Cl 1.105 3.131 -2.662 1.3 -2.1 1.0 0.512
C -0.517 -1.295 3.108 0.4 -0.6 1.0 -0.308
C -1.087 -0.051 3.989 1.2 0.3 -0.1 -0.733
C -1.483 1.304 3.168 -0.8 0.3 1.1 -0.291
Br -2.629 -0.612 5.202 -0.8 0.4 -1.0 0.863
H -4.159 -1.462 -1.439 1.7 -1.4 -0.7 0.046
H -2.998 -1.823 -2.932 -0.7 -0.6 2.4 0.088
H -3.715 -3.260 -1.918 0.8 2.5 0.3 0.101
H -1.930 -3.162 -0.261 0.3 2.3 -1.5 0.120
H -0.993 -2.105 -1.578 -1.8 0.0 1.5 0.115
H -2.134 0.049 -0.321 2.8 -4.2 0.2 -0.015
H 0.998 -2.160 -0.289 -0.8 -0.9 2.0 0.071
H 1.253 1.146 1.743 -0.9 -1.3 -2.0 0.081
H 1.911 0.076 0.339 -2.2 0.8 1.0 0.111
H 0.217 0.778 -1.372 0.0 1.5 2.1 0.122
H -0.794 1.879 -0.173 2.1 -0.4 -0.4 0.077
H 0.917 3.666 -0.244 1.0 -1.9 -1.4 0.041
H 2.429 2.495 -0.629 -2.4 0.2 -0.6 0.116
H -1.206 -2.252 3.253 1.4 2.1 -0.2 0.069
H 0.541 -1.613 3.560 -2.2 0.6 -1.0 0.124
H -0.221 0.255 4.752 -1.4 -0.3 -1.3 0.043
H -1.954 2.054 3.969 0.7 -1.4 -1.5 0.078
H -2.327 1.166 2.352 1.8 0.1 1.6 0.060
H -0.533 1.892 2.747 -1.8 -1.2 -0.1 -0.035
Be 0.114 2.362 4.314 0.4 0.1 0.5 0.519
Cl 0.445 5.257 -1.965 -1.6 -1.7 -0.9 -0.094
F -1.384 -2.725 5.577 2.9 -0.9 2.9 -0.572
K 0.659 7.453 -1.053 0.1 3.3 1.5 0.703
F -4.715 -1.483 5.976 1.0 0.5 -0.4 -0.755
N 4.764 -1.205 -3.960 -0.6 0.3 -1.2 -0.270
S 3.614 -1.022 -2.906 -2.2 -0.1 4.7 0.519
O 2.357 -1.720 -3.154 1.3 1.0 -0.7 -0.322
O 3.507 0.269 -2.236 0.2 -1.1 -1.5 -0.316
F 4.205 -1.913 -1.712 0.3 0.3 -1.1 -0.179
S 4.428 -0.477 -5.312 4.3 3.1 -2.2 0.494
O 5.289 -0.875 -6.426 -1.4 -0.1 2.2 -0.291
O 4.125 0.949 -5.272 -0.1 -2.2 0.5 -0.282
F 3.035 -1.115 -5.758 -2.4 -1.1 -0.8 -0.421
Na -3.215 0.942 0.154 -3.4 3.3 1.0 0.382
Al 1.869 -1.384 -7.716 0.4 0.1 0.3 1.082
Cl -1.788 5.200 -0.477 0.3 0.4 0.1 -0.261
Cl 0.065 -3.169 7.016 -2.5 0.6 -2.6 0.348
```
Positions in Å, forces in eV/Å.

Computed properties:
net charge: +1
Kohn-Sham gap: 1.85 eV



Here is a molecular structure, C22H23MoN4O8P2S4 at a distorted geometry from the Open Molecules 2025 dataset. Energies are from ωB97M-V with the def2-TZVPD basis set.

```
64
Properties=species:S:1:pos:R:3:forces:R:3:mulliken_spin:R:1
Mo -0.727 -0.166 -0.585 0.3 -1.1 -0.4 1.937
C -0.974 0.680 2.576 0.0 0.1 -0.1 0.010
N -1.170 1.019 1.153 -0.2 0.3 0.5 -0.045
C -1.602 2.224 0.931 -0.1 0.0 0.0 0.006
C -1.758 2.629 -0.399 0.0 -0.2 -0.1 0.000
C -2.145 3.786 -1.069 -0.1 0.1 0.0 0.077
C -2.047 3.491 -2.433 0.0 0.0 0.0 -0.018
C -1.599 2.169 -2.543 -0.2 0.1 0.1 0.071
N -1.423 1.655 -1.314 -0.1 0.4 -0.2 -0.017
C -2.250 0.767 3.376 0.0 0.1 0.0 -0.007
C -3.324 -0.074 3.091 -0.1 0.0 -0.1 0.007
C -4.509 0.044 3.802 0.0 0.0 0.0 -0.001
C -4.639 1.000 4.806 0.0 0.0 0.0 0.000
C -3.573 1.840 5.094 0.0 0.0 0.0 0.000
C -2.387 1.723 4.376 0.0 0.0 0.1 0.001
H -0.233 1.361 3.007 0.0 0.0 -0.1 -0.003
H -0.569 -0.325 2.629 0.0 -0.1 0.0 0.005
H -1.832 2.884 1.763 0.0 0.0 0.0 -0.012
H -2.455 4.714 -0.613 0.0 0.0 0.0 0.003
H -2.258 4.155 -3.258 0.0 0.0 0.0 0.000
H -1.414 1.577 -3.426 0.0 0.0 0.0 0.001
H -3.235 -0.806 2.293 0.0 0.1 0.1 -0.001
H -5.338 -0.610 3.561 0.0 0.0 0.0 0.000
H -5.568 1.095 5.354 0.0 0.0 0.0 0.000
H -3.664 2.591 5.870 0.0 0.0 0.0 0.000
H -1.554 2.381 4.602 0.0 0.0 0.0 0.000
S -1.067 -2.091 1.013 0.1 0.3 -0.1 -0.045
S -2.348 -3.354 0.032 0.0 0.1 0.0 0.007
S -3.961 -2.096 -0.075 0.0 0.0 0.0 0.008
S -3.164 -0.443 -1.048 -0.1 0.0 0.0 0.045
N 1.969 -2.424 -2.923 0.1 -0.2 -0.2 0.001
C 1.150 -1.587 -3.865 -0.1 0.1 -0.1 0.001
C 1.458 -1.934 -5.311 0.0 0.0 0.1 0.002
P 1.488 0.201 -3.472 0.2 -0.1 0.1 -0.001
O 3.080 -0.023 -3.087 -0.1 0.1 0.1 0.000
O 1.388 1.067 -4.659 0.0 0.0 0.1 -0.002
O 0.754 0.485 -2.195 -0.3 0.1 0.2 -0.001
P -0.599 -1.799 -3.362 -0.2 0.0 0.1 -0.002
O -0.903 -3.310 -3.865 0.1 0.0 0.1 0.000
O -1.460 -0.822 -4.046 0.1 -0.1 0.0 0.006
O -0.446 -1.853 -1.843 -0.2 0.1 -0.4 -0.005
H 2.945 -2.122 -2.941 0.0 0.0 0.0 0.000
H 1.906 -3.412 -3.169 0.0 0.0 0.0 0.001
H 1.647 -2.342 -1.930 0.0 0.1 0.2 0.001
H 2.510 -1.755 -5.547 0.0 0.0 0.0 0.000
H 0.859 -1.291 -5.954 0.0 0.0 0.0 0.000
H 1.203 -2.976 -5.524 0.0 0.0 0.0 0.000
H 3.549 0.808 -3.224 0.0 -0.1 0.0 0.000
H -1.842 -3.371 -4.082 0.0 -0.1 0.0 0.000
O 2.141 -2.354 -0.233 -0.2 -0.3 -0.3 0.005
C 2.121 -1.316 0.410 0.2 0.2 0.1 0.023
N 1.257 -0.261 0.282 0.8 0.3 0.9 -0.045
C 1.811 0.828 0.993 0.0 -0.5 0.0 -0.001
O 1.429 1.969 0.986 -0.1 0.2 -0.1 -0.001
C 3.002 0.327 1.776 -0.2 0.2 -0.1 -0.008
C 3.824 0.959 2.681 0.1 0.1 0.0 0.000
C 4.844 0.200 3.255 -0.1 0.1 0.0 0.001
C 5.021 -1.136 2.908 -0.1 -0.1 -0.1 0.000
C 4.185 -1.752 1.975 0.2 -0.1 0.1 0.001
C 3.177 -0.988 1.434 -0.2 -0.1 -0.2 -0.002
H 3.679 2.003 2.931 0.0 0.0 0.0 0.000
H 5.507 0.653 3.981 0.0 0.0 0.0 0.000
H 5.819 -1.705 3.371 0.0 0.0 0.0 0.000
H 4.314 -2.789 1.689 0.0 0.0 0.0 0.000
```
Positions in Å, forces in eV/Å.

Computed properties:
net charge: -1
2S+1: 3
energy above the lowest of the compared OMol25 structures with the same formula, charge and spin: 0.00 kcal per mole
Kohn-Sham gap (alpha / beta): 6.50 / 6.68 eV



Here is a single C15H20ClNO3 molecule from the Open Molecules 2025 dataset. Energies are from ωB97M-V with the def2-TZVPD basis set.

```
40
Properties=species:S:1:pos:R:3:forces:R:3:lowdin_charge:R:1
O 0.661 0.164 -2.383 -0.2 -0.3 -0.2 0.064
C 1.062 0.864 -1.476 -0.2 0.6 0.2 -0.516
N 2.370 0.977 -1.156 0.5 0.0 0.2 0.073
H 2.652 1.497 -0.340 -0.2 0.0 -0.1 0.142
C 3.407 0.189 -1.776 0.3 -0.3 0.2 -0.115
H 2.974 -0.294 -2.654 0.1 0.1 0.0 0.129
H 4.224 0.848 -2.080 -0.1 -0.1 -0.1 0.125
C 3.947 -0.875 -0.807 -0.1 -0.1 -0.6 -0.307
H 4.847 -1.324 -1.250 -0.1 0.0 0.0 0.148
C 2.913 -1.954 -0.457 0.2 0.2 0.1 -0.119
H 1.905 -1.553 -0.575 0.0 0.0 0.0 0.106
H 3.014 -2.830 -1.091 0.0 0.0 -0.1 0.120
C 3.209 -2.240 1.013 0.1 0.2 0.0 -0.148
H 4.032 -2.950 1.103 0.0 0.0 0.1 0.114
C 3.650 -0.863 1.503 -0.2 -0.2 0.3 -0.202
H 2.775 -0.255 1.782 0.1 -0.1 0.0 0.104
O 4.333 -0.258 0.422 0.1 0.2 -0.2 -0.108
H 4.333 -0.900 2.354 -0.1 0.0 0.0 0.121
H 2.349 -2.621 1.559 0.0 -0.1 0.0 0.111
C 0.137 1.672 -0.581 -0.1 -0.3 -0.1 -0.095
C -0.331 0.795 0.584 -0.3 0.3 0.0 -0.155
C -1.335 1.539 1.470 0.4 -0.3 0.1 -0.196
H -0.894 2.477 1.818 0.0 -0.1 0.0 0.132
H -1.596 0.934 2.347 0.0 0.1 -0.1 0.122
O -2.493 1.937 0.770 -0.2 0.1 -0.2 -0.047
C -3.443 1.019 0.445 -0.3 -0.1 -0.1 -0.265
C -3.465 -0.310 0.856 0.3 0.2 0.1 -0.019
C -4.508 -1.139 0.480 -0.2 0.0 -0.1 -0.102
C -5.533 -0.648 -0.308 0.2 0.0 0.1 -0.687
C -5.525 0.674 -0.727 0.0 -0.1 0.1 -0.101
C -4.487 1.498 -0.351 0.2 0.0 0.1 0.001
H -4.460 2.529 -0.662 0.0 0.1 0.0 0.121
H -6.326 1.052 -1.343 -0.1 0.0 -0.1 0.106
Cl -6.833 -1.690 -0.775 -0.2 -0.1 -0.1 0.659
H -4.520 -2.168 0.802 0.0 -0.1 0.0 0.106
H -2.682 -0.720 1.474 0.1 0.0 0.0 0.107
H 0.520 0.498 1.203 0.0 -0.1 0.0 0.108
H -0.793 -0.106 0.177 0.1 -0.1 0.0 0.116
H 0.642 2.563 -0.205 0.0 0.1 0.0 0.120
H -0.733 1.975 -1.164 0.1 0.0 0.0 0.127
```
Positions in Å, forces in eV/Å.

Computed properties:
net charge: 0
energy above the lowest of the compared OMol25 structures with the same formula, charge and spin: 13.57 kcal per mole
Kohn-Sham gap: 9.05 eV